Record 1
Density functional theory data (ωB97M-V/def2-TZVPD) for C19H32N4PdS as an isolated structure.

Last column: natural (NBO) charge in e.
Geometry (Å):
Pd: 0.057 0.066 0.946  -0.122
C: -2.594 2.359 2.136  -0.220
C: -1.464 3.363 2.438  -0.227
N: -0.181 3.043 1.844  -0.672
C: 0.960 3.000 2.727  -0.220
C: 0.973 1.892 3.797  -0.576
S: 0.704 0.194 3.123  0.268
C: -0.825 -0.194 4.061  -0.548
C: -2.014 0.763 3.913  -0.222
N: -2.431 0.980 2.547  -0.683
H: -3.502 2.770 2.607  0.150
H: -2.765 2.345 1.057  0.219
H: -1.816 4.338 2.062  0.160
H: -1.373 3.489 3.528  0.146
H: -0.188 2.139 1.337  0.394
H: 1.845 2.876 2.098  0.213
H: 1.064 3.963 3.249  0.159
H: 1.944 1.894 4.301  0.194
H: 0.210 2.078 4.556  0.189
H: -1.092 -1.186 3.696  0.232
H: -0.576 -0.266 5.127  0.180
H: -2.830 0.324 4.513  0.158
H: -1.767 1.705 4.418  0.157
H: -1.779 0.462 1.919  0.398
C: 2.104 -1.884 -1.420  -0.620
C: 2.994 -0.692 -1.801  -0.164
C: 2.619 -0.194 -3.201  -0.589
C: 4.476 -1.070 -1.737  -0.583
C: 2.699 0.395 -0.849  0.293
N: 2.197 1.245 -0.255  -0.338
H: 2.281 -2.707 -2.119  0.191
H: 1.050 -1.602 -1.448  0.307
H: 2.321 -2.220 -0.404  0.211
H: 2.823 -0.983 -3.929  0.196
H: 3.196 0.695 -3.469  0.190
H: 1.558 0.054 -3.235  0.260
H: 4.676 -1.877 -2.445  0.197
H: 4.744 -1.412 -0.735  0.208
H: 5.112 -0.217 -1.989  0.195
C: -0.754 -3.125 -0.230  -0.640
C: -1.139 -2.533 -1.557  -0.208
C: -1.509 -3.374 -2.586  -0.206
C: -1.920 -2.935 -3.852  -0.443
C: -1.949 -1.542 -4.047  -0.223
C: -1.591 -0.647 -3.070  -0.159
C: -1.645 0.830 -3.321  -0.622
C: -1.159 -1.058 -1.713  0.243
N: -0.856 -0.159 -0.834  -1.046
H: -0.227 -4.080 -0.358  0.167
H: -1.625 -3.310 0.415  0.181
H: -0.120 -2.429 0.329  0.228
H: -1.478 -4.450 -2.394  0.156
H: -2.206 -3.631 -4.633  0.163
H: -2.262 -1.149 -5.017  0.156
H: -1.794 1.045 -4.387  0.161
H: -0.727 1.310 -2.962  0.216
H: -2.447 1.309 -2.746  0.194

Results
- LUMO energy (eV) = 4.67
- charge = -2
- molecular weight (g mol⁻¹) = 455.0
- multiplicity = 1
- max |F| (eV/A) = 0.893
- relative energy (zero: lowest compared OMol25 entry of this formula, charge and spin) (kcal per mole) = 3.1


Record 2
Density functional theory data (ωB97M-V/def2-TZVPD) for C19H32N6O2OsS2Si as an isolated structure in a non-equilibrium geometry.

Last column: natural (NBO) charge in e.
Geometry (Å):
Os: 0.253 -0.447 0.462  1.392
N: 4.197 -2.148 1.477  -0.746
C: 3.005 -1.943 0.917  0.298
S: 2.721 -0.480 0.005  -0.023
N: 2.088 -2.867 1.007  -0.395
N: 0.938 -2.426 0.422  -0.216
C: 0.184 -3.325 -0.108  0.052
C: -1.048 -2.851 -0.672  0.145
C: -1.999 -3.660 -1.278  -0.196
C: -3.160 -3.082 -1.756  -0.113
C: -3.342 -1.709 -1.616  -0.226
C: -2.361 -0.958 -1.007  0.060
N: -1.224 -1.515 -0.551  -0.445
H: 4.947 -1.492 1.350  0.422
H: 4.399 -3.045 1.892  0.430
H: 0.488 -4.364 -0.121  0.247
H: -1.833 -4.727 -1.336  0.257
H: -3.926 -3.693 -2.215  0.256
H: -4.247 -1.226 -1.958  0.257
H: -2.453 0.109 -0.863  0.246
C: 2.900 -1.125 -4.251  -0.627
C: 2.217 0.000 -3.481  -0.571
S: 0.755 -0.655 -2.656  1.216
O: 0.550 0.293 -1.409  -0.854
C: -0.532 -0.142 -3.806  -0.573
C: -0.793 1.358 -3.820  -0.633
H: 3.790 -0.736 -4.742  0.258
H: 2.250 -1.542 -5.021  0.223
H: 3.201 -1.930 -3.580  0.229
H: 1.913 0.822 -4.127  0.245
H: 2.843 0.384 -2.678  0.263
H: -1.416 -0.696 -3.492  0.243
H: -0.208 -0.532 -4.774  0.259
H: -0.926 1.739 -2.809  0.232
H: -1.705 1.552 -4.384  0.253
H: 0.013 1.913 -4.296  0.228
C: -2.244 3.454 0.490  -1.146
Si: -2.145 1.910 1.509  1.879
C: -3.787 1.040 1.524  -1.150
C: -1.621 2.340 3.238  -1.157
O: -0.983 0.911 0.787  -1.083
H: -2.825 4.207 1.027  0.264
H: -2.735 3.272 -0.469  0.239
H: -1.252 3.867 0.291  0.243
H: -4.435 1.519 2.261  0.269
H: -3.704 -0.016 1.792  0.241
H: -4.288 1.106 0.554  0.238
H: -2.476 2.728 3.795  0.264
H: -0.848 3.112 3.228  0.243
H: -1.234 1.475 3.784  0.237
N: 1.782 2.358 1.268  -0.765
C: 1.713 1.537 2.335  0.440
C: 2.127 1.988 3.604  -0.270
C: 1.998 1.174 4.692  -0.096
C: 1.469 -0.117 4.539  -0.272
C: 1.101 -0.511 3.290  0.042
N: 1.219 0.291 2.191  -0.553
H: 2.266 3.234 1.352  0.422
H: 1.523 2.048 0.348  0.408
H: 2.530 2.987 3.693  0.242
H: 2.301 1.525 5.670  0.250
H: 1.354 -0.788 5.376  0.255
H: 0.714 -1.507 3.109  0.221

Results
- LUMO energy (eV) = -7.08
- charge = +2
- molecular weight (g mol⁻¹) = 659.0
- multiplicity = 1
- max |F| (eV/A) = 3.090
- relative energy (zero: lowest compared OMol25 entry of this formula, charge and spin) (kcal per mole) = 27.8